Density functional theory data (ωB97M-V with the def2-TZVPD basis set) for C45H27I2N10OW as an isolated structure in a non-equilibrium geometry.

The geometry in XYZ format:
```
86
Properties=species:S:1:pos:R:3:lowdin_charge:R:1
W 0.1803 -0.3717 0.1272 1.9485
C 6.2431 1.0387 -1.8133 -0.0059
C 5.8217 0.4394 -2.9926 -0.0064
C 4.4740 0.1844 -3.2272 0.0502
C 3.6095 0.4715 -2.1792 -0.1135
C 2.1828 0.3079 -2.0652 -0.1997
N 1.7544 0.6153 -0.7566 -0.0059
C 2.8324 1.2818 -0.1761 -0.2178
N 2.7590 2.1459 0.7987 0.2328
C 1.5571 2.3479 1.3531 -0.2456
C 0.8526 3.5426 1.3233 -0.0840
C 1.4354 4.7075 0.8293 0.0130
C 0.6745 5.8313 0.5455 0.0238
C -0.7006 5.8520 0.9229 -0.0355
C -1.2860 4.7999 1.5356 -0.0262
C -0.5058 3.6146 1.9566 -0.2671
C -2.0479 1.2780 2.2916 -0.0646
N -1.9598 0.3572 3.1698 0.3001
C -2.6303 -0.0058 1.8980 -0.2866
N -1.8892 -0.6748 0.7587 0.0377
C -2.8467 -1.1180 -0.0874 -0.2072
N -2.7052 -1.5062 -1.3788 0.2403
C -1.8045 -1.1049 -2.1595 -0.2371
N -0.6255 -0.3837 -1.8006 -0.0079
C 0.1254 -0.2580 -2.9517 -0.2224
N 1.4282 -0.0309 -3.0907 0.2210
C -0.6669 -0.7117 -4.1078 -0.1233
C -0.3895 -0.6543 -5.4545 0.0420
C -1.3280 -1.2503 -6.3251 -0.0035
C -2.4638 -1.8621 -5.8149 0.0000
C -2.7728 -1.8713 -4.4209 0.0620
C -1.8481 -1.2760 -3.5865 -0.1068
C -4.1583 -1.0017 0.4915 -0.0988
C -5.4105 -1.4010 -0.0055 0.0424
C -6.5110 -0.9999 0.7544 -0.0139
C -6.3770 -0.2945 1.9707 0.0105
C -5.1306 0.0823 2.4789 0.0312
C -4.0615 -0.3161 1.7060 -0.0869
N 0.8018 1.2040 1.6997 -0.0855
C 4.0369 1.0223 -0.9876 -0.0888
C 5.3612 1.3849 -0.8083 0.0372
H 7.2773 1.3070 -1.7624 0.1260
H 6.5148 0.2657 -3.7955 0.1260
H 4.1013 -0.1612 -4.1695 0.1260
H 2.4934 4.7165 0.5864 0.1310
H 1.1440 6.7256 0.1440 0.1320
H -1.3416 6.6806 0.6376 0.1294
H -2.3501 4.8511 1.8157 0.1483
H 0.4873 -0.1629 -5.7975 0.1212
H -1.1751 -1.2145 -7.4133 0.1365
H -3.1733 -2.3358 -6.4965 0.1303
H -3.6684 -2.3483 -4.0709 0.1256
H -5.5288 -2.0043 -0.8821 0.1216
H -7.4831 -1.2735 0.3681 0.1230
H -7.2797 0.0024 2.4966 0.1297
H -5.0184 0.6366 3.3522 0.1097
H 5.6783 1.8417 0.1297 0.1378
I 2.6970 -7.7839 1.1160 0.9756
C 1.9725 -5.8727 0.5875 -0.6703
C 1.9628 -5.5287 -0.7824 -0.1954
C 1.5999 -4.2522 -1.1290 -0.6483
I 1.7075 -3.6969 -3.1159 1.0711
C 1.1361 -3.3702 -0.1449 -0.3144
O 0.7227 -2.0897 -0.4789 -0.3003
C 1.0207 -3.7619 1.1868 -0.1626
C 0.4302 -2.8356 2.1962 -0.0964
N 0.9389 -1.4299 1.9845 -0.1317
C 0.7815 -0.7490 3.2802 -0.1194
C 0.8098 0.7613 3.0821 -0.1921
C 0.8662 1.5609 4.1264 0.0101
C 0.4432 2.9326 4.2813 -0.0212
C -0.1644 3.8121 3.4587 0.0575
C -1.3183 2.3017 1.4992 -0.0978
N -0.3778 1.3825 0.9123 -0.0892
C 1.4694 -5.0194 1.5669 -0.0777
H 2.3615 -6.2143 -1.5352 0.1003
H 0.7712 -3.1263 3.2183 0.1531
H -0.6709 -2.8108 2.1727 0.1426
H 1.9268 -1.5269 1.8049 0.1450
H 1.5196 -1.0747 4.0138 0.1551
H -0.2089 -0.9828 3.6723 0.1160
H 1.1402 1.0528 5.0656 0.1527
H 0.5738 3.2988 5.2884 0.1239
H -0.3322 4.8118 3.8145 0.1330
H -1.9600 2.6367 0.7041 0.1621
H 1.4923 -5.3685 2.5897 0.1130
```

## Properties
- net charge = +3
- calculated total energy (eV) = -82049.0372
- energy relative to the best compared isomer or geometry (same formula, charge and spin) (kcal per mole) = 68.3
- highest occupied orbital energy (alpha / beta) (eV) = -14.9 / -14.9
- frontier orbital gap (alpha / beta) (hartree) = 0.14222 / 0.14227
- LUMO energy (alpha / beta) (eV) = -11.045 / -11.045